Record 1
C3H7NO2S | ωB97M-V/def2-TZVPD

Output
Kohn-Sham gap: 0.334 Ha
LUMO: 0.023 Eh
energy relative to the best compared isomer or geometry (same formula, charge and spin): 64.02 kcal per mole
E_HOMO: -8.470 eV

```
! RIJCOSX wB97M-V def2-TZVPD def2/J DEFGRID3
* xyz 0 1
C -0.692 0.719 0.253
C 0.779 1.169 0.366
C 0.231 -1.336 -0.444
N -0.752 -0.356 -0.685
O 2.784 -0.021 -0.689
O -0.144 -2.393 0.412
S 1.849 -0.255 0.419
H -1.117 0.375 1.232
H -1.288 1.537 -0.138
H 1.055 1.759 -0.548
H 1.043 1.846 1.250
H 0.535 -1.707 -1.297
H -0.652 -0.119 -1.718
H -0.985 -2.249 0.850
*
```

Mulliken atomic charge list, values in e, 4 entries: -0.59 -0.42 -0.26 -0.39

=====

Record 2
C8H5O3S | ωB97M-V/def2-TZVPD

Output
Kohn-Sham gap (alpha / beta): 0.287 / 0.287 Ha
LUMO (alpha / beta): 0.119 / 0.119 Eh
energy relative to the best compared isomer or geometry (same formula, charge and spin): 147.21 kcal per mole
SMILES string: O=S(=O)([O-])C1=C2C3=C[C@H]3C=C[C@H]21
E_HOMO (alpha / beta): -4.571 / -4.570 eV

```
! RIJCOSX wB97M-V def2-TZVPD def2/J DEFGRID3
* xyz -1 1
O -4.509 -1.427 0.219
S -4.320 0.021 -0.041
O -4.092 0.348 -1.484
O -5.125 0.997 0.737
C -2.646 0.202 0.522
C -1.469 -0.001 1.111
C -0.490 -0.958 1.225
C 0.073 -2.163 0.991
C 0.574 -0.995 0.173
C 0.211 -0.543 -1.208
C -0.799 0.327 -1.336
C -1.508 0.953 -0.147
H 0.365 -3.142 1.354
H 1.520 -0.384 0.361
H 0.565 -1.004 -2.039
H -1.016 0.743 -2.298
H -1.703 1.955 -0.185
*
```

Mulliken atomic charge list, values in e, 4 entries: -0.66 1.12 -0.66 -0.66